# 1
The following is a DFT calculation (ωB97M-V with the def2-TZVPD basis set) of a molecular structure, C34H49CsNPS.

Cartesian coordinates (Å):
Cs  0.03880  -0.51789  0.31678
S  -0.19656  -0.64135  3.50214
P  -1.13194  2.69122  -0.47466
N  -2.26192  -1.37490  1.90134
C  -4.38588  -2.13910  2.71845
C  0.07204  -3.91146  -0.41336
C  1.75285  0.60267  -3.48688
C  1.90401  0.67891  -5.01074
C  1.91781  1.97301  -2.85036
C  -0.77133  5.67114  -0.46840
C  -0.19953  4.32001  1.53678
C  -3.63947  1.62048  -0.33457
C  -1.50832  -1.93189  -2.40272
C  -1.12207  1.75815  -3.23220
C  1.32286  -4.44910  -2.52867
C  0.05118  -3.84029  -1.94697
C  -3.91713  -2.00372  4.02922
C  0.77706  -1.54107  -2.83177
C  -1.62598  3.25551  -5.09343
C  -3.37778  -0.39990  -2.94910
C  -3.51604  -1.81280  1.70860
C  -2.82794  2.70263  0.37449
C  -1.18970  2.04179  -4.59897
C  -1.78721  -1.22964  3.15997
C  -4.03148  -1.64526  -3.58595
C  -2.64050  -1.55846  4.25052
C  -1.85581  -0.62263  -2.74151
C  -3.60184  4.01815  0.34316
C  -3.82410  0.77634  -3.82281
C  -1.44974  2.78559  -2.31172
C  -1.96055  3.97679  -2.84189
C  -0.21090  -2.41888  -2.41561
C  1.19694  4.19373  -0.49180
C  -0.24886  4.31133  0.00098
C  -0.80214  0.30733  -2.93538
C  -2.67718  2.22295  1.83333
C  0.51461  -0.19068  -3.07027
C  -2.05616  4.22291  -4.20124
H  1.76140  -0.30041  -5.46896
H  -4.59744  3.85043  0.76379
H  2.94064  2.32782  -2.98776
H  1.76073  5.06408  -0.14479
H  1.80101  -1.88714  -2.91293
H  -5.06320  -1.41043  -3.84825
H  1.71634  1.92256  -1.78285
H  -5.38701  -2.48582  2.50506
H  -3.12021  4.78707  0.94788
H  0.14417  -4.94848  -0.08240
H  -0.93956  1.24963  -5.29302
H  -3.83981  -0.27907  -1.96812
H  -2.08020  2.87261  2.46278
H  -2.29277  4.74667  -2.16531
H  -3.89515  1.89753  -1.35419
H  -3.73632  4.39414  -0.67193
H  -1.67233  3.42172  -6.16154
H  -2.28635  -2.62849  -2.12690
H  -0.58396  5.83016  -1.52900
H  0.54156  5.05577  1.85866
H  1.33372  -4.38153  -3.61682
H  2.21391  -3.94968  -2.14299
H  -3.07476  0.68439  -0.33379
H  2.59432  0.00024  -3.13108
H  -4.56006  -2.24833  4.86624
H  1.18808  1.37427  -5.44589
H  2.90496  1.03139  -5.26413
H  -2.45348  5.16602  -4.55210
H  -3.50351  1.75037  -3.47141
H  0.09183  3.34920  1.94230
H  -0.22020  6.44307  0.07609
H  -3.46822  0.64897  -4.84554
H  1.24792  2.70640  -3.29504
H  1.39461  -5.50098  -2.25180
H  -3.68062  2.17615  2.26804
H  0.94324  -3.39080  -0.00756
H  -1.83057  5.82321  -0.26464
H  -3.50737  -1.93570  -4.49778
H  -0.82625  -3.48335  0.03557
H  1.24888  4.17609  -1.57914
H  -4.07031  -2.50681  -2.92498
H  -1.15613  4.60748  1.97132
H  -3.82418  -1.89686  0.66944
H  -2.25820  -1.44478  5.25433
H  -4.91466  0.78389  -3.85249
H  -4.56573  1.43590  0.21668
H  1.68267  3.30173  -0.09350
H  -2.26697  1.21150  1.89201
H  -0.79660  -4.44275  -2.28906

Summary:
Energy above the lowest of the compared OMol25 structures with the same formula, charge and spin, kcal per mole: 3.69

# 2
The following is a DFT calculation (ωB97M-V with the def2-TZVPD basis set) of 8 unconnected molecules or ions with the total composition C34H49F21O17.

Cartesian coordinates (Å):
F  -0.48090  -3.50092  -5.32784
F  -2.07339  -4.93221  3.96887
F  -0.72022  -4.85335  2.33970
F  2.08656  -3.24011  2.35900
F  -6.13156  3.65901  6.19727
F  1.83774  -0.37770  -5.91625
F  0.49283  -0.19337  -4.21253
F  3.87238  -4.29843  2.25735
F  -1.98052  -5.01244  -5.90294
F  2.42402  3.62639  -4.50308
F  1.76377  5.70993  -4.11485
F  -7.92742  1.66122  1.70992
F  2.04792  -1.73235  -4.31565
F  -4.49350  5.02709  6.07445
F  -2.40949  -3.88398  -4.14346
F  -8.65904  1.06091  -0.15895
F  -9.47484  2.85686  0.71360
F  4.08663  -2.26999  2.17436
F  -6.59477  5.72729  5.91374
F  -0.06295  -5.80939  4.15447
F  1.03492  4.12541  -2.79562
O  -0.78947  -2.39538  3.18100
O  -1.05714  -6.46604  -3.54312
O  -6.63497  3.98947  3.48909
O  -0.61621  -0.78775  -0.69711
O  -6.48440  2.33795  -0.88919
O  3.62531  -4.28407  4.87418
O  3.24767  -1.90338  4.83831
O  3.59069  3.54744  -2.00634
O  -4.50323  4.91514  3.46147
O  2.51751  1.08726  -2.94040
O  -1.24244  1.73180  0.34659
O  0.81332  -5.10526  -3.94248
O  3.97405  5.66607  -2.45442
O  1.95211  -2.21231  -1.35572
O  -6.94709  4.17347  0.26529
O  3.96811  0.19044  -4.41207
O  -0.03691  -3.19228  5.27864
C  -1.95585  -0.23122  4.20781
C  2.79931  0.40946  -3.90600
C  -5.63918  4.43233  4.07713
C  4.58616  3.48621  -1.04381
C  -1.44308  1.45106  -1.05854
C  -4.21463  4.66589  2.07412
C  3.28123  4.68724  -2.64264
C  -0.52142  -5.44425  -4.06639
C  -1.74607  0.02496  -1.10826
C  -3.65503  3.31640  1.71575
C  0.03167  1.72571  0.95143
C  1.75199  -0.50528  -4.58449
C  -0.73488  -1.00435  3.67717
C  2.03238  4.51900  -3.58282
C  -8.35366  2.15900  0.57814
C  2.93897  -6.23386  -3.86916
C  6.43799  0.06615  -4.25157
C  3.71086  -1.57670  6.09591
C  3.30605  -3.19264  2.71988
C  -5.71846  4.73996  5.60682
C  4.38459  2.18074  -0.17377
C  -5.59215  3.05052  -1.74731
C  -0.58987  -2.16026  -1.24953
C  -1.40704  -4.43697  -4.84576
C  3.42406  -3.17156  4.30118
C  2.26696  -1.03170  -0.64543
C  1.65992  -5.86053  -3.12342
C  -7.14530  2.97130  0.00039
C  5.13894  0.79904  -3.81717
C  -4.96885  1.97992  -2.70645
C  -0.81915  -4.80990  3.64858
C  -0.44689  -3.41572  4.11932
C  4.78509  -0.43939  6.01920
C  0.71342  -2.86055  -0.85754
H  -2.05308  -0.15305  -2.13887
H  -0.54530  1.70593  -1.62168
H  -0.41423  -0.42647  2.81038
H  -2.32800  1.97707  -1.41678
H  -4.31967  2.45249  1.71585
H  6.61898  0.32157  -5.29565
H  3.65057  2.43682  0.59026
H  5.25824  1.64062  0.19107
H  -5.08575  4.85666  1.44735
H  3.36615  -5.30532  -4.24790
H  2.48492  -1.11395  0.41938
H  -1.83735  0.83850  4.38028
H  -6.18109  3.77413  -2.31091
H  1.55826  -0.20353  -0.64559
H  4.30985  0.41580  5.53867
H  -1.43333  -2.71167  -0.83408
H  -4.00134  2.31600  -3.07941
H  0.85102  -3.00715  0.21375
H  1.24160  -6.76866  -2.68937
H  6.34449  -1.00738  -4.08762
H  5.18242  0.84955  -2.72921
H  0.38052  0.80557  1.42018
H  -4.76297  0.98581  -2.30968
H  3.64667  -6.81173  -3.27476
H  -3.36075  3.30657  0.66628
H  5.12538  -0.15616  7.01523
H  5.41954  3.32241  -1.72699
H  4.01088  1.48193  -0.92219
H  4.74678  4.40365  -0.47759
H  4.21275  -2.42539  6.56061
H  5.60546  -0.87041  5.44535
H  -5.61961  1.87845  -3.57496
H  7.30084  0.46832  -3.72067
H  0.24199  2.46131  1.72781
H  0.11267  -0.93333  4.35887
H  -2.78317  3.13566  2.34446
H  0.77600  1.79963  0.15857
H  -2.62573  -0.11982  -0.48111
H  5.13680  1.83199  -4.16519
H  -0.67717  -2.16441  -2.33602
H  -3.51183  5.46346  1.83316
H  -2.19774  -0.81289  5.09734
H  1.91657  -5.30682  -2.22027
H  2.65089  -6.89157  -4.68924
H  2.93491  -1.34121  6.82430
H  3.15409  -0.72296  -1.19841
H  -4.78008  3.57519  -1.24396
H  0.74583  -3.85610  -1.30016
H  -2.78004  -0.32759  3.50105

Summary:
SMILES: CCOC(=O)C(F)(F)F.CCOC(=O)C(F)(F)F.CCOC(=O)C(F)(F)F.CCOC(=O)C(F)(F)F.CCOC(=O)C(F)(F)F.CCOC(=O)C(F)(F)F.CCOC(=O)C(F)(F)F.COCCOCCOC
Energy above the lowest of the compared OMol25 structures with the same formula, charge and spin, kcal per mole: 100.17

DFT total energy across the listed records, respectively: -2139.42600; -4701.07604 hartree.
HOMO energy across the listed records, respectively: -6.45; -9.86 eV.
Strongest force on any atom across the listed records, respectively: 0.54; 5.75 eV Å⁻¹.